(1)
61
Properties=species:S:1:pos:R:3:lowdin_charge:R:1 method="wB97M-V/def2-TZVPD" mol_weight_g_mol=839.33 multiplicity=2 charge=+2 e_tot_ev=-57596.05815 e_above_lowest_kj_mol=255.0 homo_energy_ev="-13.40 / -13.40"
Ir -0.9002 0.3157 -1.3892 0.77
C 4.8091 2.2848 -0.4635 -0.02
C 3.5345 2.4360 0.0913 -0.06
C 2.4464 1.8311 -0.4857 -0.04
C 2.6039 1.0308 -1.6426 -0.28
C 3.9033 0.9040 -2.2100 0.01
C 4.9752 1.5263 -1.6218 -0.04
N 1.5420 0.4067 -2.1629 0.05
N 1.5993 -0.2684 -3.2687 0.13
C 0.5295 -0.8317 -3.8049 -0.30
C 0.6249 -1.4564 -5.0764 0.02
C -0.4962 -1.9556 -5.6875 -0.04
C -1.7417 -1.8786 -5.0546 -0.02
C -1.8493 -1.2826 -3.7967 -0.10
C -0.7495 -0.7716 -3.1456 -0.26
H 5.6588 2.7617 -0.0060 0.12
H 3.4175 3.0383 0.9774 0.11
H 1.4456 1.9724 -0.0946 0.08
H 4.0073 0.3104 -3.1037 0.11
H 5.9560 1.4258 -2.0618 0.12
H 1.5907 -1.4876 -5.5572 0.13
H -0.4271 -2.4028 -6.6700 0.12
H -2.6239 -2.2750 -5.5352 0.12
H -2.8229 -1.2316 -3.3319 0.11
C 0.8535 -3.5539 -0.1845 -0.25
Sb -0.0186 -1.6238 0.1426 1.31
C 1.3746 -0.8370 1.5754 -0.25
C -1.6379 -2.2869 1.5414 -0.26
C -1.3693 -1.7466 2.8686 -0.32
C -0.5404 -2.4744 3.7282 -0.06
C -0.1426 -1.9657 4.9435 -0.05
C -0.5655 -0.6934 5.3341 -0.05
C -1.4089 0.0313 4.5194 -0.04
C -1.8510 -0.4792 3.2945 -0.30
C -2.8145 0.2901 2.5091 -0.25
Sb -1.8956 1.5156 0.8816 1.31
C -0.8086 2.9698 2.0409 -0.26
C -3.6482 2.6748 0.4517 -0.28
H 1.2358 -3.9286 0.7652 0.03
H 1.6673 -3.4884 -0.9008 0.01
H 0.0873 -4.2241 -0.5678 0.02
H 1.5166 -1.5536 2.3800 0.02
H 0.9965 0.0940 1.9955 0.00
H 2.3302 -0.6482 1.0925 0.01
H -1.5675 -3.3700 1.5189 0.07
H -2.5682 -1.9637 1.0832 0.05
H -0.2165 -3.4593 3.4239 0.12
H 0.5034 -2.5398 5.5885 0.12
H -0.2424 -0.2816 6.2785 0.11
H -1.7645 1.0005 4.8397 0.12
H -3.3083 1.0529 3.1076 0.08
H -3.5641 -0.3242 2.0160 0.07
H -1.5089 3.4616 2.7097 0.03
H -0.3774 3.7091 1.3722 0.01
H -0.0179 2.5030 2.6209 0.01
H -3.9985 3.1282 1.3760 0.03
H -4.4303 2.0415 0.0382 0.02
H -3.4086 3.4567 -0.2649 0.01
S -1.3411 4.3222 -3.6635 0.92
C -1.2935 2.9225 -2.9508 -0.80
N -1.2895 1.8660 -2.4035 -0.15



(2)
12
Properties=species:S:1:pos:R:3:lowdin_charge:R:1 method="wB97M-V/def2-TZVPD" mol_weight_g_mol=132.49 multiplicity=2 charge=+1 e_tot_ev=-28038.79335 e_above_lowest_kj_mol=0.0 homo_energy_ev="-10.55 / -12.34"
C 2.0752 -0.9779 1.4997 0.06
C 0.8734 -0.5382 1.8386 -0.27
C -0.4713 -0.8419 2.3282 -0.05
H 2.8352 -0.2951 1.1125 0.06
H 2.3293 -2.0388 1.5489 0.07
H -1.1101 -1.4600 1.6851 0.10
H -0.6498 -0.9474 3.4014 0.11
O -0.6111 1.0396 0.5395 -0.61
C -0.1293 0.6173 1.7571 -0.42
Mg 0.4754 1.2874 -1.0786 0.89
K -3.1835 0.9297 0.4958 0.91
H 0.0558 1.4135 2.4909 0.14



(3)
51
Properties=species:S:1:pos:R:3:lowdin_charge:R:1 method="wB97M-V/def2-TZVPD" mol_weight_g_mol=486.86 charge=+1 e_tot_ev=-37953.87830 e_above_lowest_kj_mol=33.8 homo_energy_ev="-11.32 / -11.32"
Pd 0.6652 0.2463 -0.0577 0.97
C 5.0403 0.0450 -0.5907 0.04
C 3.7614 0.1894 0.1691 -0.46
O 2.6723 0.1457 -0.4296 -0.08
N 3.8158 0.3615 1.4921 0.11
C 2.6229 0.6019 2.2962 -0.11
C 1.8577 -0.6607 2.6261 -0.24
C 2.0876 -1.2525 3.8586 0.00
C 1.3820 -2.3822 4.2343 -0.02
C 0.4501 -2.8839 3.3479 -0.02
C 0.2719 -2.2390 2.1384 -0.11
N 0.9496 -1.1509 1.7556 0.05
H 4.8172 -0.1415 -1.6361 0.10
H 5.6326 -0.7756 -0.1857 0.10
H 5.6228 0.9635 -0.5092 0.11
H 4.7190 0.3865 1.9366 0.16
H 1.9815 1.3290 1.7937 0.11
H 2.9494 1.0644 3.2248 0.13
H 2.8167 -0.8124 4.5253 0.12
H 1.5529 -2.8494 5.1946 0.13
H -0.1380 -3.7613 3.5741 0.12
H -0.4404 -2.6427 1.4373 0.09
N 0.6324 2.1317 -0.7164 0.05
C 0.8202 2.3338 -1.8696 -0.19
C 0.9889 2.6036 -3.1836 -0.24
C 2.3079 2.6568 -3.7176 -0.20
N 3.3728 2.6720 -4.1506 0.16
C -0.1902 2.7346 -3.9739 -0.21
N -1.1621 2.7670 -4.5888 0.17
C -1.4979 -0.1134 -1.8867 -0.16
N -2.8692 -0.2785 -2.2786 -0.07
C -3.6173 0.9243 -1.8966 -0.13
N -3.5688 1.1275 -0.4435 -0.08
C -2.2023 1.3056 -0.0280 -0.16
N -1.3650 0.0945 -0.3825 -0.19
C -2.0131 -1.0896 0.2702 -0.19
N -3.3830 -1.2624 -0.1391 -0.07
C -3.4351 -1.4359 -1.5938 -0.15
C -4.1319 -0.0491 0.2154 -0.15
H -1.0834 0.7606 -2.3828 0.09
H -0.9108 -0.9964 -2.1481 0.13
H -4.6559 0.8074 -2.2030 0.14
H -3.1953 1.7897 -2.4105 0.13
H -2.1387 1.4366 1.0533 0.13
H -1.7644 2.1710 -0.5213 0.11
H -1.9762 -0.9223 1.3486 0.13
H -1.4302 -1.9701 -0.0039 0.11
H -4.4729 -1.5640 -1.8986 0.14
H -2.8772 -2.3320 -1.8716 0.13
H -4.1020 0.0888 1.2974 0.13
H -5.1697 -0.1726 -0.0916 0.14



(4)
36
Properties=species:S:1:pos:R:3:lowdin_charge:R:1 method="wB97M-V/def2-TZVPD" mol_weight_g_mol=341.62 charge=+2 e_tot_ev=-81548.00811 homo_energy_ev=-15.10
C -1.9790 -0.7865 -3.2979 -0.01
C -1.6519 -1.9362 -2.3415 -0.39
O -2.7521 -2.3347 -1.5410 -0.01
C -0.4170 -1.6900 -1.4556 -0.05
C -0.5584 -0.8519 -0.2462 -0.06
N -1.7180 -0.4254 0.2739 0.28
C -1.5116 0.2314 1.4383 -0.07
C -2.5874 0.8853 2.2315 -0.67
O -3.3959 0.2105 2.8159 0.21
O -2.4350 2.1165 2.0723 0.17
N -0.1707 0.2255 1.6873 0.00
P 0.3796 0.9292 3.2574 0.83
O -0.5373 0.5205 4.3090 -0.27
C 0.4546 -0.3914 0.6540 -0.11
C 1.9189 -0.5781 0.4860 -0.05
C 2.5840 0.7371 0.0729 -0.35
C 3.0086 1.6500 1.2084 -0.03
O 1.5623 1.4262 -0.7864 -0.25
H -2.1683 -1.1636 -4.3005 0.10
H -1.1648 -0.0602 -3.3626 0.07
H -2.8760 -0.2462 -2.9837 0.09
H -1.3715 -2.8104 -2.9349 0.15
H -3.5082 -1.7539 -1.6854 0.10
H -0.0614 -2.6649 -1.0879 0.17
H 0.3883 -1.2974 -2.0771 0.13
H -2.6478 -0.6175 -0.0842 0.20
H 0.4353 2.2776 2.8994 0.05
H 1.6717 0.4015 3.2463 0.03
H 2.3982 -0.9911 1.3754 0.15
H 2.0540 -1.3112 -0.3118 0.13
H 3.4481 0.5292 -0.5609 0.13
H 2.2047 2.3313 1.5046 0.07
H 3.8664 2.2575 0.9208 0.11
H 3.3027 1.0702 2.0845 0.09
H 1.6126 2.3797 -0.5924 0.08
Zn 2.2224 1.7313 -2.8879 0.97



(5)
10
Properties=species:S:1:pos:R:3:lowdin_charge:R:1 method="wB97M-V/def2-TZVPD" smiles="O=C1C[N+](=O)C=N1" mol_weight_g_mol=99.07 charge=+1 e_tot_ev=-10222.26378 e_above_lowest_kj_mol=420.5 homo_energy_ev="-16.35 / -16.35"
C 0.3135 1.3357 -0.0133 0.07
C -1.2860 -0.1274 -0.1926 -0.37
C 0.0390 -0.9313 0.2749 0.04
N -0.9470 1.2305 0.0523 0.27
N 0.9581 0.0176 -0.1592 -0.12
O -2.3082 -0.6072 -0.4459 0.27
O 2.1131 -0.1359 -0.4376 0.29
H 0.8578 2.1373 -0.2290 0.13
H -0.0312 -0.9470 1.3875 0.19
H 0.2907 -1.9723 -0.2370 0.22



(6)
16
Properties=species:S:1:pos:R:3:lowdin_charge:R:1 method="wB97M-V/def2-TZVPD" mol_weight_g_mol=95.14 charge=0 e_tot_ev=-7854.15521 e_above_lowest_kj_mol=386.4 homo_energy_ev=-8.33
C -0.1924 -0.3167 1.7830 0.08
C -0.2214 0.4515 0.6933 -0.35
C 0.5917 0.2975 -0.5215 -0.26
C 2.0134 -0.1601 -0.5313 -0.04
C -0.2434 0.5860 -1.5400 -0.09
C -1.5671 1.0975 -1.0721 -0.06
N -1.3845 1.1361 0.2567 -0.04
H 0.6052 -1.0357 1.9433 0.07
H -1.6111 -1.4516 0.1944 0.07
H -1.0182 -0.3160 2.4904 0.07
H 2.3480 -0.3492 -1.5545 0.08
H 2.1520 -1.0761 0.0553 0.08
H 2.6685 0.6052 -0.0954 0.09
H -0.0249 0.4122 -2.5883 0.09
H -1.9586 -1.1717 -0.4033 0.07
H -2.1573 1.2909 0.8899 0.13



(7)
92
Properties=species:S:1:pos:R:3:lowdin_charge:R:1 method="wB97M-V/def2-TZVPD" mol_weight_g_mol=1039.08 charge=-1 e_tot_ev=-225073.26432 e_above_lowest_kj_mol=31.9 homo_energy_ev=-4.83
Na -12.5764 -7.6519 11.6711 0.11
C -15.6971 -9.8622 13.7267 -0.42
C -15.2176 -8.5417 14.3904 -0.50
As -15.4895 -6.8553 13.4397 1.33
C -15.4226 -5.5038 14.8283 -0.40
C -14.1811 -4.9621 15.0228 -0.13
C -14.0528 -3.7781 15.8731 -0.08
C -15.1515 -3.1454 16.4044 -0.11
C -16.4587 -3.5985 16.0451 -0.08
C -16.5440 -4.7578 15.2665 -0.10
C -17.4275 -6.7583 13.1010 -0.39
C -18.4034 -7.3747 13.8825 -0.12
C -19.7574 -7.3276 13.5274 -0.11
C -20.1825 -6.5098 12.5010 -0.10
C -19.2309 -5.8467 11.7157 -0.07
C -17.8778 -6.0466 12.0018 -0.12
As -14.9286 -10.1307 11.9542 1.29
C -16.4101 -9.6175 10.8761 -0.42
C -17.6354 -10.2066 11.1255 -0.16
C -18.7828 -9.7200 10.5199 -0.06
C -18.6619 -8.5308 9.6981 -0.07
C -17.4364 -7.8884 9.4779 -0.09
C -16.2828 -8.4410 10.0608 -0.08
C -14.8653 -12.0627 11.9576 -0.41
C -15.1439 -12.8330 10.8302 -0.13
C -15.0469 -14.2675 10.7994 -0.08
C -14.5796 -14.8927 11.9746 -0.08
C -14.3510 -14.1099 13.1679 -0.08
C -14.4137 -12.7092 13.1336 -0.12
H -16.8040 -9.9961 13.7494 0.07
H -15.3491 -10.7310 14.3357 0.05
H -14.1212 -8.5759 14.5819 -0.03
H -15.7295 -8.4255 15.3389 0.04
H -13.1738 -5.3249 14.6982 0.11
H -12.9891 -3.5039 16.1579 0.12
H -15.0741 -2.1812 16.9808 0.11
H -17.3638 -3.1785 16.3870 0.08
H -17.5763 -5.1217 15.0283 0.10
H -18.1514 -8.0023 14.7682 0.11
H -20.4380 -7.7529 14.2583 0.09
H -21.2338 -6.4074 12.3071 0.09
H -19.4738 -5.1878 10.9267 0.09
H -17.1695 -5.6090 11.2887 0.08
H -17.6507 -11.1377 11.6589 0.09
H -19.7266 -10.2610 10.6534 0.10
H -19.5269 -8.2191 9.0933 0.10
H -17.3571 -7.0364 8.8829 0.09
H -15.3265 -7.8889 10.0324 0.09
H -15.5378 -12.2850 9.9486 0.10
H -15.2069 -14.7250 9.8397 0.09
H -14.4120 -15.9666 11.9942 0.09
H -14.0424 -14.5908 14.0685 0.08
H -14.2077 -12.0880 14.0102 0.09
Cl -8.6342 -4.1577 16.3270 0.65
C -9.6191 -5.4203 15.6530 -0.64
C -10.6042 -6.0299 16.3600 -0.20
C -11.3359 -7.0959 15.9216 -0.67
I -12.7962 -8.0521 17.0043 0.99
C -11.2032 -7.5255 14.6003 -0.52
O -11.9251 -8.3691 14.0125 -0.15
C -10.1574 -6.8964 13.9071 -0.15
N -10.1210 -7.2118 12.5884 0.09
C -9.4382 -6.5463 11.6625 -0.11
C -8.6473 -5.4287 12.0249 -0.04
C -8.7044 -4.9930 13.3361 -0.02
C -9.4055 -5.7696 14.3124 -0.17
H -10.7796 -5.6339 17.3598 0.10
H -9.4873 -6.8975 10.6384 0.10
H -8.2031 -4.7261 11.2818 0.11
H -8.1176 -4.1634 13.5653 0.07
C -10.1218 -12.7644 12.4722 0.00
C -10.8340 -12.2464 11.2732 -0.31
N -11.4344 -12.8683 10.3018 0.12
N -11.9186 -11.8574 9.5395 0.02
C -11.6483 -10.6160 10.0067 -0.74
S -11.9510 -9.0474 9.3008 0.56
N -10.9948 -10.8751 11.1619 -0.10
N -10.3398 -10.0031 12.0246 0.12
H -9.4637 -13.5715 12.1636 0.08
H -10.8313 -13.1748 13.1747 0.08
H -9.4934 -12.0138 12.8971 0.06
H -12.5185 -12.0400 8.7697 0.14
H -11.0271 -9.5581 12.6317 0.05
H -9.8575 -9.2219 11.4874 0.10
C -14.8622 -3.5043 11.8478 -0.17
S -14.0902 -4.5182 10.6027 0.35
O -13.4263 -3.6036 9.7192 -0.34
O -15.2254 -5.2563 10.0864 -0.38
O -13.1490 -5.3546 11.4097 -0.44
H -15.6260 -2.8698 11.3882 0.06
H -14.1749 -2.8546 12.3701 0.06
H -15.5245 -4.0673 12.5353 0.03